Record 1
Formula: C39H48NO6PdS3Sb2
Source: OMol25
Level of theory: the ωB97M-V functional and the def2-TZVPD basis

As for the net charge: +1. The value obtained for the LUMO energy (spin up / spin down) is -2.88 / -5.82 eV. The value obtained for the HOMO-LUMO gap (spin up / spin down) is 0.28270 / 0.19406 Ha. Its spin multiplicity is 5.

```
100
Properties=species:S:1:pos:R:3:forces:R:3:mulliken_spin:R:1
Pd 0.26333 -0.38504 -0.19656 0.60 0.33 -0.16 1.1715
O 6.44964 -1.17690 -0.97274 -0.12 0.00 0.10 0.0011
C 5.13275 -0.94827 -0.84326 0.11 0.00 -0.03 -0.0016
C 4.28589 -0.75711 -1.93871 0.21 -0.02 -0.09 -0.0012
C 2.95675 -0.51464 -1.69166 -0.01 0.03 0.17 0.0420
N 2.48547 -0.45089 -0.45119 -0.20 -0.16 -0.10 0.2512
C 3.26264 -0.70153 0.59708 -0.08 0.06 -0.05 -0.0267
C 4.60904 -0.93079 0.45148 0.16 0.00 0.07 0.0162
C 2.50936 -0.80492 1.90659 -0.14 -0.12 0.14 -0.0033
O 3.11965 -0.95676 2.94788 -0.20 0.07 -0.24 0.0279
O 1.21901 -0.75533 1.76416 -0.04 0.00 0.34 0.1081
C 1.90760 -0.35409 -2.76954 -0.14 0.04 -0.07 -0.1149
O 2.23102 -0.44843 -3.93715 -0.15 0.07 0.18 0.0265
O 0.72155 -0.09995 -2.30436 -0.16 -0.10 -0.18 0.1200
H 6.70440 -1.20919 -1.90080 0.02 0.01 -0.09 -0.0005
H 4.63364 -0.80779 -2.96515 -0.03 0.00 0.05 0.0023
H 5.22941 -1.12323 1.31798 -0.05 0.01 -0.06 0.0016
C 2.95358 2.90353 -2.86721 0.10 0.14 -0.02 0.0347
C 2.84574 3.43974 -1.44409 -0.34 -0.25 0.16 0.1021
C 3.97433 2.91493 -0.56097 0.11 0.13 -0.11 0.0421
C 2.86710 4.96549 -1.47547 0.10 0.04 -0.11 0.0182
Sb 0.91874 2.67018 -0.56336 0.13 0.81 0.05 0.5948
C -0.75349 3.46154 -1.82114 0.24 -0.15 0.31 0.0675
C -0.33752 4.75685 -2.50407 -0.12 0.02 -0.06 0.0063
C -1.07044 2.36933 -2.83169 -0.13 0.10 -0.10 0.0040
C -1.93481 3.71652 -0.89619 -0.11 0.05 -0.09 0.0054
C 0.87844 3.42783 1.56904 -0.02 -0.33 -0.37 0.0684
C 1.47435 4.82592 1.62454 -0.02 0.08 0.06 0.0138
C -0.54364 3.44038 2.11050 0.02 0.05 0.10 0.0111
C 1.72291 2.41600 2.33839 -0.05 0.16 0.17 0.0067
H 3.87995 3.29265 -3.31026 -0.08 -0.02 0.03 0.0001
H 2.12910 3.23122 -3.50200 0.01 -0.01 0.01 -0.0026
H 3.00543 1.82307 -2.91836 0.01 -0.13 0.01 -0.0119
H 4.93402 3.18711 -1.02070 -0.09 -0.01 0.05 0.0019
H 3.95660 1.83173 -0.45453 0.00 -0.08 -0.01 -0.0126
H 3.95324 3.36165 0.43492 0.02 -0.03 -0.05 0.0018
H 3.82404 5.26358 -1.92456 -0.06 -0.03 0.04 0.0154
H 2.82026 5.41917 -0.49146 0.01 0.01 0.02 -0.0047
H 2.07962 5.38834 -2.09486 0.10 -0.02 0.03 -0.0046
H 0.47966 4.61967 -3.21178 -0.05 -0.01 0.01 0.0044
H -0.06791 5.53587 -1.78782 -0.02 -0.02 -0.04 -0.0041
H -1.20242 5.12341 -3.07236 0.06 -0.03 0.03 0.0102
H -0.22129 2.12543 -3.47051 -0.01 -0.01 0.00 -0.0024
H -1.89242 2.72061 -3.47020 0.07 -0.02 0.05 -0.0016
H -1.39230 1.45084 -2.34269 -0.02 -0.03 0.01 -0.0093
H -1.77461 4.59423 -0.26702 -0.02 -0.05 -0.08 -0.0016
H -2.16295 2.85962 -0.26076 -0.05 -0.01 -0.03 0.0006
H -2.81826 3.91206 -1.51641 0.04 -0.01 0.03 0.0053
H 0.99590 5.52251 0.92991 0.02 -0.03 0.07 -0.0026
H 2.54938 4.82312 1.44658 -0.04 0.01 0.00 0.0029
H 1.31406 5.21629 2.63786 0.03 -0.03 -0.07 0.0115
H -1.17692 4.18095 1.62421 0.06 -0.04 0.08 -0.0035
H -0.48680 3.70437 3.17515 0.00 -0.03 -0.09 0.0028
H -1.02610 2.46637 2.04948 -0.01 0.00 -0.01 -0.0044
H 2.74411 2.34327 1.96080 0.01 0.00 0.01 -0.0063
H 1.27727 1.42303 2.32325 -0.04 0.01 0.03 0.0012
H 1.78306 2.73330 3.38771 0.02 0.00 -0.09 -0.0009
S 1.36260 -3.10685 -0.67593 0.21 -0.07 0.07 0.7911
Sb -0.50352 -3.26048 0.68237 -0.86 -0.44 0.15 -0.0498
C -1.85860 -2.01887 -0.36358 0.08 -0.03 0.42 -0.0023
C -2.82207 -1.17172 0.40004 -0.08 0.45 -0.07 0.0476
C -4.76788 0.40686 0.26068 0.24 -0.04 0.11 0.0001
C -3.79172 -0.59850 -1.86166 -0.11 0.13 0.07 0.0440
C -2.71492 -1.12205 -2.44467 0.08 -0.10 -0.15 -0.0098
C -1.75541 -1.92879 -1.69734 -0.11 0.05 -0.14 0.0376
C -0.30761 -3.08847 2.77430 0.17 0.10 -0.51 -0.0127
C -1.00288 -2.14644 3.51441 0.01 -0.05 0.13 0.0034
C -0.75352 -2.06659 4.87584 -0.01 0.01 0.05 0.0010
C 0.18762 -2.90109 5.46768 -0.05 0.04 -0.01 -0.0003
C 0.87509 -3.83570 4.70795 0.04 -0.06 -0.01 0.0002
C 0.63010 -3.93656 3.34556 -0.03 0.03 0.14 -0.0009
C -1.39609 -5.14314 0.34456 0.28 -0.08 -0.03 0.0021
C -2.73174 -5.18482 -0.04622 0.09 -0.11 0.04 -0.0036
C -3.33813 -6.41944 -0.24689 0.03 0.00 0.02 0.0029
C -2.61391 -7.59125 -0.06614 -0.05 0.02 -0.01 0.0003
C -1.28009 -7.54281 0.31906 0.04 0.03 0.03 0.0046
C -0.66346 -6.31676 0.52802 -0.12 0.07 -0.03 -0.0014
H -3.18010 -1.66962 1.30152 -0.02 0.04 0.09 0.0184
H -4.89514 0.28088 1.33932 -0.03 -0.09 -0.08 0.0033
H -4.52223 -0.05155 -2.44478 0.09 0.07 0.02 0.0006
H -2.54173 -0.98913 -3.50711 -0.01 -0.01 0.08 0.0015
H -0.97714 -2.45141 -2.23701 0.04 -0.02 -0.06 -0.0025
H -1.70852 -1.46701 3.05745 0.04 0.04 -0.03 0.0131
H -1.28496 -1.33340 5.47100 0.04 -0.05 -0.01 0.0002
H 0.39135 -2.81579 6.52788 -0.02 -0.01 -0.05 -0.0001
H 1.61325 -4.48033 5.16874 -0.04 0.04 -0.01 0.0000
H 1.17795 -4.65831 2.75034 0.03 0.02 0.02 0.0054
H -3.30272 -4.27558 -0.19511 -0.02 0.02 -0.02 0.0053
H -4.37795 -6.46248 -0.54820 0.05 -0.01 0.02 0.0001
H -3.09228 -8.54998 -0.22918 0.03 0.06 0.01 -0.0001
H -0.71887 -8.45936 0.45687 -0.03 0.05 -0.02 0.0004
H 0.38092 -6.28241 0.82237 -0.06 -0.02 -0.02 0.0018
C -6.20379 -1.90963 -0.86216 0.20 -0.04 -0.07 -0.0003
O -4.93870 -1.92479 -0.19212 -0.23 -0.17 0.02 0.0037
C -4.09370 -0.79533 -0.39763 0.19 0.00 -0.07 0.0007
S -5.30006 1.73558 -0.45389 0.04 0.00 -0.04 0.0141
S -1.79559 0.27957 0.88509 0.22 -0.33 -0.20 0.5004
H -6.72467 -2.80356 -0.53607 0.00 -0.05 0.03 0.0001
H -6.08355 -1.94413 -1.94686 0.03 -0.01 0.01 -0.0001
H -6.79576 -1.03569 -0.59442 -0.02 0.08 0.05 -0.0003
```
Positions in Å, forces in eV/Å.

Record 2
Formula: C39H48P2ReSi
Source: OMol25
Level of theory: the ωB97M-V functional and the def2-TZVPD basis

As for the net charge: +2. The value obtained for the LUMO energy (spin up / spin down) is -5.97 / -8.26 eV. The value obtained for the HOMO-LUMO gap (spin up / spin down) is 0.26633 / 0.18093 Ha. Its spin multiplicity is 4.

```
91
Properties=species:S:1:pos:R:3:forces:R:3:mulliken_spin:R:1
Re 0.05968 0.34638 3.96939 2.22 -0.27 1.29 1.4286
C -1.94826 0.08580 4.93430 -2.78 -0.53 -0.23 0.2956
C -1.89610 -0.35028 3.57998 -0.61 0.06 1.24 -0.0067
C -2.44429 0.42206 2.40821 -0.62 0.18 -0.22 0.0625
C -1.66686 1.68731 1.97859 -0.25 0.52 -0.48 0.0082
C -0.48786 2.03781 2.84613 0.10 0.40 0.50 0.0287
C -0.61850 2.36536 4.23621 -0.56 0.57 -0.07 -0.0663
C -1.98965 2.62838 4.91509 0.00 0.32 -0.43 0.0097
C -2.65854 1.33332 5.41561 -0.38 0.41 0.36 0.0213
C 1.86467 -0.61905 3.52350 0.88 -0.13 -0.90 0.1579
H -1.95044 -0.72178 5.66946 0.56 0.14 -0.06 -0.0071
H -1.85698 -1.42944 3.46664 0.09 -0.17 -0.05 -0.0186
H -3.50447 0.63453 2.58092 0.10 0.25 0.28 -0.0077
H -2.47711 -0.27812 1.58649 -0.12 0.13 0.05 -0.0020
H -1.29874 1.57891 0.95552 -0.07 -0.19 0.00 -0.0076
H -2.33024 2.56474 1.92738 0.02 -0.27 0.11 -0.0024
H 0.33108 2.56620 2.36921 0.13 -0.29 -0.32 0.0017
H 0.18037 2.97962 4.64647 0.00 -0.06 -0.12 0.0094
H -2.66339 3.18919 4.21538 0.63 -0.58 0.34 -0.0054
H -1.86034 3.32320 5.75805 0.15 -0.32 -0.26 -0.0023
H -2.73305 1.36140 6.51995 0.36 -0.29 -0.54 0.0009
H -3.72850 1.31153 5.10142 0.64 -0.24 -0.09 0.0186
H 2.19401 -1.25131 4.37192 -0.33 0.27 -0.19 -0.0072
H 2.69561 0.08849 3.32723 -0.29 -0.23 0.14 -0.0034
H 1.82394 -1.29236 2.62680 -0.19 0.51 0.54 0.0120
P -0.08144 -1.94369 -3.93827 -1.22 -0.22 -1.12 0.2651
P 1.79969 0.56768 -4.28151 -0.05 1.29 -1.98 0.2829
C -0.73126 -0.40814 -4.63368 1.47 2.05 0.33 0.0141
C 0.09307 0.65518 -4.87247 -1.64 -1.92 0.75 0.0184
C -0.72050 -3.11699 -5.25068 0.99 -0.47 -0.27 0.0433
C -1.81185 -2.80301 -6.07799 -0.29 0.18 0.12 0.0194
C -2.34868 -3.75920 -6.94806 0.23 -0.53 -0.13 -0.0002
C -1.72300 -5.01160 -7.10962 0.48 1.05 1.06 0.0118
C -0.52591 -5.25923 -6.40016 -0.53 -0.18 -0.44 -0.0009
C -0.02447 -4.33320 -5.49101 -0.49 0.49 0.33 0.0176
C -1.16875 -2.13964 -2.48347 0.22 0.16 0.22 0.0371
C -0.86254 -1.27967 -1.41770 0.13 -0.12 -0.14 0.0252
C -1.55448 -1.36752 -0.22529 0.00 -0.10 -0.02 -0.0222
C -2.58496 -2.30161 -0.06635 0.11 0.17 -0.02 0.0328
C -2.92843 -3.12217 -1.13984 -0.11 -0.04 -0.07 -0.0078
C -2.22666 -3.04217 -2.34942 -0.01 -0.14 0.08 0.0251
C 2.52200 1.19398 -5.87975 -0.13 -1.00 0.01 0.0554
C 2.37695 0.34843 -7.00630 0.53 1.13 -0.46 0.0362
C 2.81106 0.81208 -8.26143 -0.23 -0.34 0.35 -0.0217
C 3.37802 2.08287 -8.40788 0.06 -0.16 0.02 0.0462
C 3.47789 2.91142 -7.29456 -0.05 0.07 0.39 -0.0137
C 3.04773 2.47661 -6.03165 0.30 0.26 -0.35 0.0261
C 1.97363 2.07742 -3.29085 0.43 -0.49 0.94 0.0289
C 3.16169 2.20282 -2.53872 -0.44 0.08 -0.24 0.0284
C 3.38492 3.34602 -1.78423 -0.42 0.08 -0.03 -0.0044
C 2.40326 4.35108 -1.74037 0.37 -0.26 0.08 0.0148
C 1.23912 4.22193 -2.48843 -0.42 0.01 -0.05 -0.0011
C 1.00845 3.07722 -3.26104 0.04 0.22 0.25 0.0169
H -1.80517 -0.32291 -4.70359 -0.18 0.04 -0.40 0.0062
H -0.25927 1.56374 -5.36442 0.08 -0.23 0.09 0.0060
H -2.25973 -1.80088 -6.06006 0.04 -0.66 0.13 0.0008
H -3.26989 -3.54447 -7.50452 0.52 0.04 0.22 0.0005
H -2.15806 -5.76367 -7.75070 0.08 0.00 -0.09 0.0004
H -0.01053 -6.20829 -6.56808 -0.08 0.38 0.14 -0.0001
H 0.90238 -4.53582 -4.95195 -0.30 -0.06 -0.09 0.0009
H -0.07035 -0.53459 -1.52080 -0.10 -0.24 0.01 0.0034
H -1.26642 -0.68810 0.57352 0.07 -0.36 -0.35 0.0016
H -3.12766 -2.37177 0.88702 0.23 -0.03 -0.51 0.0024
H -3.75761 -3.82957 -1.03665 0.36 0.27 -0.09 0.0004
H -2.51498 -3.67347 -3.19064 0.13 0.07 0.25 0.0026
H 1.89265 -0.61503 -6.92076 0.13 -0.13 0.02 0.0048
H 2.70518 0.17106 -9.13611 0.01 0.12 0.24 -0.0003
H 3.74895 2.42214 -9.38904 -0.30 -0.23 0.62 0.0010
H 3.89794 3.91316 -7.39391 -0.15 -0.27 0.02 0.0008
H 3.09083 3.16655 -5.18765 0.15 -0.26 -0.26 0.0029
H 3.88593 1.39057 -2.55747 -0.01 0.21 0.03 -0.0002
H 4.29995 3.43934 -1.21065 -0.09 0.05 -0.03 0.0000
H 2.55469 5.21702 -1.09148 -0.05 -0.21 -0.35 0.0006
H 0.47448 5.00611 -2.45611 0.35 -0.30 -0.03 0.0005
H 0.08480 2.96150 -3.82627 0.24 0.22 0.22 0.0007
C -1.06202 -0.41851 8.56843 -0.47 0.00 -0.57 0.0021
Si 0.48155 -0.57069 7.48338 0.24 -1.04 1.04 0.0126
C 1.74051 -0.25927 8.86623 0.59 0.38 -0.51 -0.0035
C 0.73690 -2.32472 6.82573 -0.06 0.04 0.17 0.0013
C 0.58692 0.62922 5.96366 -0.73 0.82 1.18 0.0038
H -0.93281 -1.01185 9.48626 0.20 0.08 -0.36 0.0008
H -1.98179 -0.78236 8.10193 -0.09 0.10 0.04 -0.0002
H -1.22789 0.61387 8.89930 0.03 -0.09 -0.13 0.0000
H 1.68123 -1.02451 9.64880 -0.28 -0.10 -0.32 -0.0004
H 2.78338 -0.25780 8.53782 -0.01 0.08 -0.02 0.0000
H 1.55641 0.68877 9.38082 -0.01 0.02 -0.16 -0.0002
H -0.01132 -2.56331 6.05338 0.22 -0.11 0.12 0.0009
H 1.74551 -2.41116 6.38685 -0.36 -0.04 0.09 0.0023
H 0.65860 -3.07963 7.63223 0.00 0.38 -0.41 0.0010
H 0.12837 1.55059 6.38876 0.36 -0.37 -0.29 0.0125
H 1.65773 0.85998 5.87767 0.22 -0.01 -0.16 0.0390
```
Positions in Å, forces in eV/Å.

Which energy relative to the best compared isomer or geometry (same formula, charge and spin) belongs to each record? In order, 106.6, 0.0 kJ/mol.